The following is a quantum chemistry calculation of C39H44FN8O9SSiY as an isolated structure at a distorted geometry, from the OMol25 dataset.

E_tot	-3454.04567	a.u.
energy relative to the best compared isomer or geometry (same formula, charge and spin)	30.0	kJ/mol
gap between HOMO and LUMO	5.363	eV

Structure (ORCA input):
```
! RIJCOSX wB97M-V def2-TZVPD def2/J DEFGRID3
* xyz -2 1
C -4.594 -1.156 0.021
C -3.206 -1.158 -4.239
C -2.425 2.077 3.286
C 2.192 -3.351 -3.793
C 4.747 1.138 5.184
N 2.550 -4.734 -5.761
F 4.537 -4.241 1.074
H 2.724 -2.461 0.361
H -5.346 -1.938 0.206
C 1.531 -3.097 -2.605
H 1.760 -2.202 -2.039
H -5.091 2.339 3.225
H 1.972 -5.215 -6.433
N -2.170 -0.647 -2.174
H 7.163 1.106 2.692
H 2.926 -3.895 -6.177
H 2.948 -2.657 -4.144
Si -3.312 1.260 0.678
C 5.551 -1.209 2.749
H 0.600 -6.200 -4.705
H 3.804 1.676 5.286
C 3.533 -2.113 0.993
O -1.236 -4.680 -0.424
H -3.132 -3.239 -4.751
O 1.655 3.646 1.518
H -0.621 -5.699 -2.590
O 0.596 4.845 -5.174
H -4.514 -0.104 3.302
C -1.848 -1.966 -2.068
H -4.986 -1.651 2.589
C 0.677 3.686 -4.816
N -0.878 3.330 -1.573
H 7.421 1.142 4.436
H -0.671 5.148 -2.650
H -3.592 3.073 -1.103
N -0.539 2.053 -1.728
H -1.412 1.805 2.981
C 6.750 0.785 3.652
H -6.429 0.889 0.236
N 4.499 0.984 2.747
C 2.510 0.133 0.928
C 0.125 3.243 -3.513
H 5.412 1.442 5.997
N -1.118 -2.190 -0.952
H -2.865 1.189 3.745
C 0.860 -5.328 -4.112
C 3.558 -0.779 1.415
H 4.527 0.075 5.292
C 3.488 1.790 2.357
C 4.540 -0.335 2.307
H -4.462 3.986 3.252
O 1.287 0.547 -4.332
C -6.129 0.394 1.165
C -2.476 3.816 1.554
H -5.178 2.566 -0.517
C 5.383 1.430 3.830
C -0.492 4.086 -2.609
C -4.674 -0.084 1.119
C 4.515 -2.944 1.449
H -2.995 4.296 0.716
C 1.407 2.466 1.247
H -2.362 4.576 2.342
C 0.083 1.976 -2.887
H -6.799 -0.470 1.300
H -2.349 2.854 4.064
O 0.511 -0.246 -2.377
C -0.320 -0.709 2.173
C -3.242 2.603 2.101
C -2.827 -0.260 -3.246
H -6.323 1.082 1.986
O 0.659 -3.263 0.306
C 0.186 -5.064 -2.932
O 1.731 -0.262 0.052
H 7.583 -1.194 3.407
H -4.781 -0.745 -0.977
C -4.596 3.097 2.614
H 6.418 -1.065 4.704
C 0.523 -3.951 -2.180
H -3.052 0.799 -3.320
H 5.483 2.508 3.704
H -3.735 -0.841 -5.126
O 0.314 1.996 0.815
N -2.195 -2.907 -2.955
H -1.457 3.527 1.268
H 3.483 2.796 2.763
O 1.268 2.765 -5.557
C 6.633 -0.732 3.684
H -1.266 3.611 -0.683
H -4.272 1.545 -1.634
H 1.233 1.828 -5.115
Y -0.614 0.045 -0.102
C -4.343 -0.768 2.449
C -2.860 -2.478 -4.024
H -5.280 3.371 1.804
H 6.285 -3.218 2.613
C 0.676 0.639 -3.238
H -3.615 -1.645 0.007
S -0.345 -3.576 -0.681
H -3.302 -1.100 2.494
C -4.171 2.207 -0.768
C 2.491 1.443 1.507
N -0.192 -0.963 3.298
C 5.524 -2.512 2.301
C 1.859 -4.465 -4.559
*
```

***

The following is a quantum chemistry calculation of a 7-piece molecular cluster, C39H44N5O6 overall at a distorted geometry, from the OMol25 dataset.

E_tot	-2237.12522	a.u.
energy relative to the best compared isomer or geometry (same formula, charge and spin)	0.0	kJ/mol
gap between HOMO and LUMO	8.064	eV

Structure (ORCA input):
```
! RIJCOSX wB97M-V def2-TZVPD def2/J DEFGRID3
* xyz 1 1
C 0.694 -0.667 6.051
N -0.660 0.137 -1.331
O 0.093 3.071 7.175
C 1.077 -2.982 6.160
H 3.549 4.812 -0.342
O 1.217 -2.051 2.531
H -8.111 -2.870 -0.821
C -2.846 2.537 5.027
H 0.256 0.449 6.374
H 4.603 -3.274 -3.816
C -4.863 -4.185 -0.825
H 2.018 -2.614 2.415
C -6.198 -3.950 -0.437
C 3.868 1.600 0.848
H -1.482 0.238 2.080
C 2.707 1.596 1.646
N 1.918 2.665 1.674
H 2.858 1.602 -2.338
H -6.962 -1.183 -2.553
O -4.433 -1.717 -3.399
H 2.169 -4.546 -4.200
H 1.492 4.337 1.111
C -0.117 3.226 4.720
C 3.320 2.070 -7.137
C -0.668 3.091 6.040
H 0.316 0.215 4.036
H -0.485 1.144 -4.400
C 2.045 1.845 -3.006
C -6.956 -2.965 -1.178
C -5.017 -2.363 -2.435
C 3.725 -3.230 -3.294
H 0.947 3.462 4.409
H 1.211 0.717 -0.584
C 4.186 2.725 0.124
N 1.957 0.234 -6.327
C 1.395 -3.546 -2.711
C -6.324 -2.131 -2.162
H -4.126 -4.753 -0.396
C 2.170 3.702 0.942
C 2.167 2.466 -7.950
H 5.264 2.644 -0.377
C 3.360 3.798 0.122
H 1.558 -3.782 4.433
C -0.333 0.887 -3.326
C -1.334 0.305 -2.488
H 0.027 -0.098 -7.082
H 2.538 -1.248 -0.484
H 4.681 -1.891 -1.813
N 1.387 -2.703 -1.634
H 2.465 0.745 2.199
O -3.239 2.765 2.702
H -4.665 -0.811 -3.355
H 0.050 2.087 -8.150
C -1.987 2.755 6.139
C -0.991 3.208 3.545
O 1.118 -1.520 8.147
C 0.874 1.739 -7.953
C 0.697 -0.672 4.535
N 0.766 1.247 -2.642
H 2.235 1.452 -4.008
H -1.061 -1.461 0.029
C -4.286 -3.397 -1.892
H -0.574 3.584 2.529
C 3.717 -2.403 -2.106
H -7.430 -4.361 1.015
C 1.197 -1.884 4.016
H 4.241 2.529 -7.110
H 0.490 -4.028 -3.041
H 4.554 0.656 0.878
H -3.207 -3.368 -2.078
H 1.389 -3.886 6.624
C 0.909 -1.720 6.798
C -2.358 2.853 3.730
H 0.979 -0.634 8.512
C 3.122 0.881 -6.374
H 1.050 3.310 7.075
H 1.906 2.925 -3.067
H -1.657 1.519 1.295
H -3.997 2.238 2.901
H -2.363 -0.211 0.026
C 2.573 -2.160 -1.322
O -6.706 -4.788 0.567
C 1.143 -3.007 4.777
H -3.847 2.094 5.096
H 3.949 0.412 -5.941
H 2.285 3.561 -8.452
H -0.072 0.504 1.675
H -2.312 2.552 7.133
C 0.487 0.783 -1.363
C -1.302 -0.306 -0.056
C -1.051 0.515 1.171
H -2.391 0.068 -2.534
C 2.479 -3.738 -3.573
C 0.960 0.552 -7.123
*
```

***

The following is a quantum chemistry calculation of C39H45AsBr2ClN4O11RbS as an isolated structure at a distorted geometry, from the OMol25 dataset.

E_tot	-10825.92670	a.u.
energy relative to the best compared isomer or geometry (same formula, charge and spin)	41.6	kJ/mol
gap between HOMO and LUMO	6.909	eV

Structure (ORCA input):
```
! RIJCOSX wB97M-V def2-TZVPD def2/J DEFGRID3
* xyz -2 1
Br 1.859 2.145 -2.955
N 1.063 1.237 0.478
H 6.897 -2.849 -1.168
N -1.665 0.909 0.790
H 4.239 2.287 0.697
H -0.752 0.774 4.173
O 2.819 -0.950 -2.932
H -2.998 -2.303 -3.387
H -5.739 6.454 -1.341
H 1.669 1.110 4.703
O -3.878 0.640 2.099
H 1.603 -3.447 -4.223
H 1.562 -0.270 5.847
C 3.484 2.939 -2.402
C -4.068 3.659 -1.698
H -5.423 5.628 -2.889
C 4.765 -2.954 -1.788
H 4.211 -5.289 1.203
C -3.469 2.602 -1.065
C 5.778 -4.121 0.101
O 0.665 -6.838 3.247
H 3.674 -1.292 2.334
C 3.567 -3.566 -1.510
H -2.397 1.820 -4.714
H 2.932 -0.481 -5.566
O -6.477 0.739 -3.514
H -7.119 2.573 -4.270
C -3.467 -1.315 -3.650
H 2.004 -4.621 -2.416
H 2.788 0.506 -0.273
H -0.667 1.274 5.859
C -5.201 0.270 -3.638
C 4.324 -1.099 4.323
C 3.118 2.336 0.861
C -1.063 1.973 1.440
As 1.437 -1.047 3.440
C 1.150 0.180 4.945
H -6.275 2.633 -2.681
O -0.299 0.498 -4.209
H 0.941 5.065 2.974
S -3.205 0.660 0.790
C -4.365 1.221 -4.148
C 0.424 4.200 2.560
H 4.289 -2.219 4.295
Cl 1.619 -6.502 2.225
Br 4.906 1.598 -2.197
H 1.996 -2.696 5.299
C -0.342 0.494 5.128
C -1.069 -0.479 -3.940
H 3.431 3.455 -1.425
C -4.010 2.081 0.070
N 3.436 -4.320 -0.409
H -0.543 -2.853 5.418
H 6.596 -4.456 0.707
H 3.510 0.349 2.869
H -5.615 2.318 1.577
H 4.955 -2.369 -2.660
C 0.030 -3.387 4.642
C -0.917 4.110 2.689
O -3.419 -0.449 -0.100
H 3.793 3.614 -3.201
C 1.401 -2.820 4.461
O 1.303 -7.161 1.033
C 0.379 2.092 1.266
C 2.138 -1.154 -5.226
H -0.909 -0.399 5.306
C -4.805 -1.018 -3.380
C 3.382 -0.685 3.206
C -5.853 5.488 -1.892
C -3.025 1.019 -4.405
H -2.682 2.986 2.503
H 5.332 -0.821 4.180
H -5.497 -1.740 -2.940
H 3.075 4.058 2.089
O 2.951 -6.892 2.626
O 1.648 -5.077 1.987
C 2.311 -3.525 -2.298
N 2.337 -3.021 -3.655
O -5.101 2.365 -4.359
C -6.300 2.180 -3.689
H -2.567 2.117 -1.489
C -5.136 2.701 0.626
H 1.489 -3.050 -1.746
C 1.079 3.208 1.854
H 1.987 -3.474 3.804
C -2.568 -0.302 -4.076
H -6.475 4.421 0.437
H 0.107 -4.379 5.020
H -6.950 5.348 -1.982
C 2.467 -1.653 -3.855
C 4.485 -4.595 0.364
C -5.181 4.292 -1.203
H -3.656 3.981 -2.622
H 1.230 -0.623 -5.019
C -5.679 3.810 0.005
H -0.559 -3.428 3.714
H 1.936 -2.015 -5.883
Rb -0.195 -1.160 -0.651
H -1.440 4.806 3.349
C 2.364 1.298 0.317
C -1.633 2.989 2.225
C 2.513 3.251 1.684
C 5.884 -3.238 -0.998
H 4.038 -0.791 5.321
O -0.720 -1.572 -3.421
*
```

***

The following is a quantum chemistry calculation of C39H45AsO3P2PtSTe as an isolated structure, from the OMol25 dataset.

⟨S²⟩	2.0078
E_tot	-5442.92742	a.u.
energy relative to the best compared isomer or geometry (same formula, charge and spin)	0.0	kJ/mol
gap between HOMO and LUMO (alpha / beta)	6.421 / 6.501	eV

Structure (ORCA input):
```
! RIJCOSX wB97M-V def2-TZVPD def2/J DEFGRID3
* xyz 0 3
H -5.387 -2.610 1.003
H -2.831 -3.245 2.688
C -3.237 -2.295 -4.044
H -0.963 0.811 3.402
H 1.259 -4.500 2.825
H -1.146 -5.010 3.124
O -1.081 -1.999 -0.848
H 5.387 0.233 4.466
H -0.391 2.306 4.170
H -1.572 5.056 3.306
H -6.573 -1.613 0.142
C 4.314 0.087 4.494
C 1.812 -3.464 -2.804
H 3.753 4.387 0.637
P -2.335 -1.781 -1.591
H -3.687 -1.299 -3.981
C 2.680 1.543 -0.870
H -0.870 2.832 -2.396
H 0.857 -0.520 -4.164
H -2.114 -1.015 1.938
C 2.657 2.832 -0.338
C 0.516 -3.730 2.658
H -5.004 -0.925 0.595
H -2.000 1.647 4.599
C 1.569 -0.273 4.555
C 2.077 -3.039 -1.508
C -1.367 -1.765 2.188
C 0.962 1.937 -3.051
C 4.977 2.662 0.260
H -1.777 -1.815 -5.535
H -4.448 2.214 2.778
C 0.790 3.652 -5.233
Pt -0.608 0.640 -0.090
H 1.651 1.551 1.772
C 2.335 -0.592 5.664
As -2.053 2.793 2.369
C 0.393 -0.098 1.595
H -4.007 -3.045 -3.840
C 3.545 0.409 3.386
H 0.497 -0.429 4.578
O -3.537 -2.577 -0.890
H 0.720 4.315 -6.086
H -3.606 0.868 1.953
C -1.774 -3.026 2.590
C 0.919 -2.462 2.273
H 1.744 3.415 -0.366
C 1.960 1.937 -4.027
C 3.712 -0.419 5.638
H 3.930 -0.156 -1.287
H 2.379 -3.752 -0.753
C 1.869 2.783 -5.118
C -0.190 3.676 -4.254
C 1.507 -0.785 -2.129
C 1.912 -1.711 -1.167
Te -2.860 0.573 -1.751
S -0.765 3.054 0.718
C 1.221 -1.217 -3.420
C -2.604 -2.512 -5.398
H 1.143 -2.886 -4.759
H -3.335 -2.338 -6.189
H -3.061 4.386 4.029
C -0.105 2.819 -3.164
C -1.267 1.776 3.802
H 5.865 3.090 0.706
H 2.055 -1.393 -0.140
O -2.213 -2.416 -3.055
H -2.223 -3.528 -5.491
H -1.027 4.357 -4.334
H 1.974 -2.254 2.140
C -2.495 4.517 3.107
P 1.123 0.892 -1.576
H 4.015 0.812 2.496
H 1.857 -0.982 6.555
H 2.642 2.771 -5.875
H 5.939 0.822 -0.279
C 2.163 0.221 3.393
H -5.401 -3.181 -1.437
C -4.924 -2.270 -1.069
C -5.510 -1.829 0.252
C -0.833 -4.017 2.828
H -4.102 2.282 1.020
H -3.086 5.069 2.379
C 1.378 -2.555 -3.755
C -0.016 -1.449 2.041
C 5.016 1.389 -0.287
H 2.810 1.271 -3.932
H 1.924 -4.509 -3.063
C 3.877 0.833 -0.854
C 3.794 3.387 0.224
H -5.044 -1.487 -1.822
C -3.743 1.947 1.990
C 1.382 0.585 2.190
H 4.311 -0.671 6.504
*
```

***

The following is a quantum chemistry calculation of C39H45MnN10O5Sb as an isolated structure at a distorted geometry, from the OMol25 dataset.

⟨S²⟩	0.7679
E_tot	-3827.60475	a.u.
gap between HOMO and LUMO (alpha / beta)	4.176 / 3.808	eV

Structure (ORCA input):
```
! RIJCOSX wB97M-V def2-TZVPD def2/J DEFGRID3
* xyz 2 2
C 3.054 -3.129 3.549
H -1.108 2.418 5.582
Sb -0.934 2.016 -1.850
N -0.486 -3.547 2.294
H 0.919 -5.542 2.702
C 2.668 3.665 5.934
H 2.096 2.885 -0.989
C 2.419 0.140 0.103
C -1.618 4.835 -0.749
C 1.128 -2.630 1.116
H 4.469 -0.429 0.255
H 3.101 2.912 2.590
O 2.815 -1.576 -1.524
N 5.139 -0.989 5.763
N 1.394 0.891 0.543
H 1.317 4.300 -4.375
C 1.738 3.607 -1.723
C -0.922 0.307 -4.418
H 2.834 -6.448 4.054
H -0.652 -0.547 -3.793
C -2.348 3.673 -1.415
C 3.673 2.815 5.507
C 3.166 -5.424 4.183
C -3.954 -3.445 -1.824
H -4.646 -2.609 -1.909
H -1.853 -2.000 1.898
H 5.265 -3.592 6.123
C 1.667 1.886 1.385
C 1.995 1.209 4.838
H -0.220 3.472 -4.603
H -0.085 4.802 -3.439
H -3.699 3.327 -3.097
C 4.442 0.676 4.479
C 4.112 -5.137 5.164
O 5.387 1.260 3.629
C 3.931 1.174 1.621
O 3.946 -0.545 3.925
C 5.292 1.301 2.251
H -3.979 -3.816 -0.801
H -2.174 2.665 1.112
C 4.536 -3.843 5.364
C 4.380 -1.492 4.733
H -0.001 0.806 -4.721
H 2.668 -2.311 2.957
H -0.639 0.714 5.620
C 0.427 3.934 -3.856
N 5.203 0.254 5.660
C -0.470 1.668 5.121
N -1.193 0.829 1.696
C -3.246 0.657 -3.447
H -3.794 4.928 -2.388
H -1.039 4.524 0.124
C -3.102 4.124 -2.658
C -1.864 1.259 -3.693
O 0.810 -0.562 -1.434
H 1.228 4.418 -1.200
H -3.062 3.236 -0.710
N -0.903 1.544 3.734
H 2.923 4.619 6.376
C 2.031 -0.776 -1.060
C 2.623 -4.418 3.367
H 4.510 -5.936 5.774
C 0.988 2.072 5.251
C 0.839 2.954 -2.765
C -2.528 -3.025 -2.215
H -0.296 -0.421 3.195
H 1.746 0.248 4.406
C 1.601 -4.794 2.303
H -3.172 -0.376 -3.123
H -0.944 5.328 -1.450
C 3.329 1.594 4.935
H 2.082 -2.535 0.617
C 3.694 0.229 0.627
H -3.818 1.199 -2.691
C 2.921 2.076 1.930
H -1.405 -0.069 -5.325
C -0.864 -2.407 1.775
C 1.334 3.302 5.800
Mn -0.320 0.051 -0.075
C 4.002 -2.826 4.548
H 1.358 2.102 -3.212
H 2.116 -5.216 1.438
N -1.729 -0.998 -0.807
H 0.556 3.973 6.142
N 0.781 -3.682 1.868
O 6.271 1.467 1.607
H -3.821 0.675 -4.375
N 0.117 -1.782 1.054
C -0.721 0.522 2.899
H -1.984 2.170 -4.282
N -1.499 2.558 3.091
H -4.287 -4.239 -2.488
H -2.426 4.517 -3.419
H -2.342 5.586 -0.421
H 2.617 4.033 -2.216
C -1.676 2.095 1.877
C -2.065 -1.894 -1.441
H 4.715 3.087 5.618
H -2.475 -2.765 -3.274
H 0.858 2.564 1.632
H -1.831 -3.851 -2.051
*
```